[1]
C6H13NO | ωB97M-V/def2-TZVPD

Geometry (Å):
C -1.735 -1.104 -1.467
C -1.339 -0.256 -0.267
O -0.811 -0.991 0.802
C 0.647 -0.192 0.507
C 1.278 0.545 1.664
C 1.499 -1.323 -0.024
N -0.080 0.529 -0.464
C -0.279 1.955 -0.254
H -2.730 -1.525 -1.298
H -1.767 -0.509 -2.386
H -1.047 -1.940 -1.620
H -2.160 0.423 0.018
H 0.559 1.174 2.194
H 1.704 -0.164 2.377
H 2.100 1.181 1.316
H 1.039 -1.820 -0.878
H 2.482 -0.927 -0.313
H 1.651 -2.080 0.749
H -0.885 2.348 -1.074
H 0.677 2.484 -0.262
H -0.803 2.192 0.680

Calculated values
- HOMO energy (eV) = -8.5584
- charge = 0
- energy above the lowest of the compared OMol25 structures with the same formula, charge and spin (eV) = 2.2348
- SMILES = C[C@H]1OC(C)(C)N1C

[2]
C4H7ClN2 | ωB97M-V/def2-TZVPD

Geometry (Å):
C -0.727 1.307 -1.097
C -0.389 0.540 -0.054
Cl -1.380 0.589 1.390
C 0.789 -0.361 0.014
C 1.616 -0.364 1.277
N 1.173 -1.125 -0.944
N 0.511 -1.153 -2.130
H -1.567 1.953 -1.088
H -0.101 1.308 -2.005
H 1.874 0.664 1.557
H 1.015 -0.751 2.125
H 2.502 -0.989 1.107
H -0.463 -0.937 -2.096
H 0.681 -2.045 -2.557

Calculated values
- HOMO energy (eV) = -8.8100
- charge = 0
- energy above the lowest of the compared OMol25 structures with the same formula, charge and spin (eV) = 2.0781
- SMILES = C=C(Cl)/C(C)=N\N

[3]
C25H22F3N2PRuSSe2 | ωB97M-V/def2-TZVPD

Geometry (Å):
Ru 0.788 0.185 1.049
Se 0.478 -2.041 1.771
P -0.814 -0.470 2.904
Se -0.527 1.729 2.391
C -0.386 -0.752 4.640
C 0.157 0.242 5.444
C 0.425 -0.043 6.771
C 0.160 -1.308 7.275
C -0.363 -2.302 6.458
C -0.642 -2.031 5.134
C -2.576 -0.843 2.681
C -3.429 -0.144 3.534
C -4.784 -0.404 3.487
C -5.275 -1.352 2.600
C -4.419 -2.034 1.747
C -3.058 -1.779 1.776
H 0.356 1.230 5.042
H 0.841 0.729 7.402
H 0.366 -1.518 8.312
H -0.554 -3.287 6.851
H -1.055 -2.795 4.488
H -3.024 0.590 4.221
H -5.449 0.136 4.143
H -6.335 -1.551 2.571
H -4.807 -2.768 1.058
H -2.387 -2.307 1.109
C 3.871 -1.078 -0.966
N 3.824 0.321 -1.292
C 4.079 0.826 -2.638
C 3.858 2.345 -2.495
N 3.388 2.464 -1.126
C 3.400 1.293 -0.504
S 2.991 1.106 1.157
H 4.588 -1.568 -1.623
H 2.885 -1.548 -1.094
H 4.202 -1.213 0.067
H 3.381 0.364 -3.340
H 5.098 0.578 -2.940
H 3.106 2.729 -3.186
H 4.781 2.915 -2.635
H 3.184 3.348 -0.690
F -0.270 1.409 -8.209
C -1.279 0.877 -7.505
F -2.347 1.657 -7.693
F -1.549 -0.315 -8.032
C -0.910 0.792 -6.043
C -0.613 1.974 -5.365
C -0.246 1.921 -4.040
C -0.176 0.679 -3.382
C -0.476 -0.504 -4.086
C -0.847 -0.443 -5.408
C 0.161 0.583 -2.029
C 0.442 0.424 -0.840
H -0.680 2.915 -5.889
H -0.021 2.827 -3.501
H -0.422 -1.452 -3.576
H -1.091 -1.338 -5.956

Calculated values
- HOMO energy (spin up / spin down) (eV) = -13.9480 / -14.0127
- charge = +2
- energy above the lowest of the compared OMol25 structures with the same formula, charge and spin (eV) = 1.4147

[4]
C9H11F6MnN2O4S2SbSe5 | ωB97M-V/def2-TZVPD

Geometry (Å):
Mn 2.208 -0.257 1.548
Se -2.798 -2.513 -0.048
Sb -1.670 -0.849 1.173
Se 1.951 -0.028 3.403
Se 0.377 -0.413 1.805
Se -3.464 0.604 1.176
O 5.594 -0.032 1.486
S 4.215 -0.120 1.677
O 3.305 0.899 1.077
O 3.450 -1.356 1.403
S 3.936 0.148 3.684
C -0.477 4.137 -2.416
N -1.405 3.073 -2.665
C -2.572 3.195 -3.334
C -3.202 1.978 -3.280
N -2.407 1.129 -2.609
C -2.737 -0.212 -2.278
C -1.291 1.793 -2.239
Se 0.023 0.918 -0.869
H 0.240 4.244 -3.231
H 0.055 3.912 -1.494
H -1.019 5.073 -2.291
H -2.866 4.114 -3.802
H -4.171 1.698 -3.642
H -2.982 -0.796 -3.161
H -3.608 -0.240 -1.619
H -1.893 -0.701 -1.790
C 3.644 0.246 -2.795
C 2.145 0.037 -2.540
O 1.728 0.905 -1.527
C 1.899 -1.445 -2.161
F 2.030 -2.236 -3.214
F 0.694 -1.670 -1.623
F 2.800 -1.843 -1.250
C 1.379 0.388 -3.838
F 1.990 -0.040 -4.927
F 1.268 1.722 -3.931
F 0.130 -0.090 -3.830
H 4.195 0.261 -1.856
H 3.814 1.202 -3.290
H 4.030 -0.563 -3.412

Calculated values
- HOMO energy (eV) = -10.4888
- charge = +1
- energy above the lowest of the compared OMol25 structures with the same formula, charge and spin (eV) = 6.3022

[5]
C3H3ClNO | ωB97M-V/def2-TZVPD

Geometry (Å):
C -0.868 -0.487 -1.427
C 0.290 -0.713 -2.053
C -0.488 -1.425 -0.216
N -1.270 -2.005 0.598
O 1.289 -1.048 -2.439
Cl -2.910 -2.067 0.706
H -0.912 0.583 -1.188
H -1.803 -0.795 -1.838
H 0.564 -1.574 0.157

Calculated values
- HOMO energy (eV) = -14.5984
- charge = +1
- energy above the lowest of the compared OMol25 structures with the same formula, charge and spin (eV) = 1.0335

[6]
C16H24ClN2O8P2Ru | ωB97M-V/def2-TZVPD

Geometry (Å):
C 0.524 -0.442 -6.910
C 0.588 -0.387 -5.424
H 1.527 -0.378 -7.339
H -0.089 0.388 -7.271
H 0.052 -1.387 -7.204
O 1.560 -0.408 -4.707
Cl -1.082 -0.314 -4.700
Ru 0.140 -0.300 -0.765
P 0.012 1.861 -1.443
C 1.256 2.911 -0.592
C 0.165 2.319 -3.181
H 0.252 3.401 -3.319
H -1.717 3.557 -1.119
H -0.721 1.942 -3.701
H -2.375 1.892 -1.292
H 2.257 2.635 -0.953
H 1.047 1.811 -3.594
C -1.585 2.503 -0.840
H 1.071 3.976 -0.793
H -1.620 2.397 0.256
H 1.194 2.725 0.490
P 0.288 -2.460 -1.434
C 1.622 -3.381 -0.576
C -1.226 -3.134 -0.663
H -0.492 -2.602 -3.684
H 0.445 -4.064 -3.252
H 1.274 -2.509 -3.597
C 0.386 -2.973 -3.153
H -2.079 -2.576 -1.070
H -1.329 -4.204 -0.885
H 1.482 -4.465 -0.690
H 1.602 -3.116 0.491
H -1.161 -2.975 0.427
H 2.585 -3.082 -1.010
C 1.980 -0.210 -0.843
O 3.148 -0.138 -0.977
O 0.339 -1.556 1.896
C -0.160 -0.432 2.066
O -0.436 0.409 1.103
C -0.473 0.069 3.466
C -1.126 1.294 3.653
C -1.273 1.831 4.942
C -0.821 1.127 6.063
C -0.215 -0.123 5.877
C -0.047 -0.666 4.584
N 0.278 -0.825 7.033
O 0.157 -0.273 8.149
O 0.805 -1.946 6.877
N -1.841 3.144 5.067
O -2.232 3.714 4.026
O -1.920 3.666 6.201
H -1.503 1.849 2.806
H -0.929 1.544 7.060
H 0.418 -1.635 4.447

Calculated values
- HOMO energy (spin up / spin down) (eV) = -18.0359 / -18.5950
- charge = +3
- spin multiplicity = 5

[7]
C5H10O | ωB97M-V/def2-TZVPD

Geometry (Å):
O -2.058 0.408 0.677
C -0.834 0.269 -0.755
C -0.186 -1.086 -0.629
C 0.905 -0.867 0.434
C 1.323 0.601 0.234
C 0.023 1.267 -0.210
H -2.015 -0.348 1.287
H -1.589 0.453 -1.512
H -0.882 -1.901 -0.416
H 0.278 -1.298 -1.605
H 1.733 -1.575 0.338
H 0.474 -0.996 1.435
H 1.746 1.033 1.148
H 2.099 0.671 -0.543
H -1.038 1.098 0.741
H 0.022 2.272 -0.624

Calculated values
- HOMO energy (eV) = -8.1354
- charge = 0
- energy above the lowest of the compared OMol25 structures with the same formula, charge and spin (eV) = 3.0259

[8]
C4H10NS2 | ωB97M-V/def2-TZVPD

Geometry (Å):
C 1.623 -0.339 -1.203
C 0.730 0.033 -0.357
C -1.259 -0.912 0.868
C -1.595 0.674 -1.001
N -0.754 -0.378 -0.454
S 1.011 1.103 1.021
S 3.096 1.655 2.833
H 1.317 -0.965 -1.942
H 2.589 -0.030 -1.140
H -2.025 -1.749 0.674
H -0.448 -1.556 1.372
H -1.700 -0.050 1.479
H -1.291 1.114 -1.924
H -2.701 0.381 -1.280
H -1.528 1.602 -0.319
H -0.851 -1.159 -1.210
H 3.784 0.578 2.583

Calculated values
- HOMO energy (spin up / spin down) (eV) = -12.7072 / -12.4225
- charge = +1
- spin multiplicity = 3
- energy above the lowest of the compared OMol25 structures with the same formula, charge and spin (eV) = 0.8226

[9]
CH4N3P | ωB97M-V/def2-TZVPD

Geometry (Å):
C 0.366 -0.675 -0.577
N -0.965 -0.587 -1.126
N -1.584 0.420 -0.857
N -0.967 1.302 -0.062
P 0.680 0.924 0.373
H 0.364 -1.666 0.101
H 1.080 -0.844 -1.385
H -1.376 2.225 -0.019
H 0.371 0.418 1.655

Calculated values
- HOMO energy (eV) = -8.9442
- charge = 0
- energy above the lowest of the compared OMol25 structures with the same formula, charge and spin (eV) = 1.8898
- SMILES = C1N=NNP1

[10]
C6H33NO10 | ωB97M-V/def2-TZVPD

Geometry (Å):
C -0.250 -0.726 -0.810
C -0.881 0.389 -0.064
C -1.662 1.368 -0.983
C -1.281 2.769 -0.678
C -0.141 2.622 0.317
N 0.225 1.153 0.575
C 0.413 0.787 1.996
H -0.761 -1.173 -1.640
H 0.680 -0.514 -1.254
H -0.089 -1.643 -0.198
H -1.490 -0.057 0.699
H -1.260 1.143 -1.981
H -2.677 1.198 -0.929
H -2.054 3.486 -0.318
H -0.876 3.418 -1.587
H 0.805 2.990 -0.103
H -0.270 3.254 1.164
H -0.269 0.218 2.619
H 1.268 0.122 1.945
H 0.708 1.644 2.783
O -3.001 -2.826 -0.096
H -3.538 -2.804 -0.808
H -2.237 -2.587 -0.513
O -3.365 0.043 3.737
H -3.738 -0.556 3.143
H -3.765 0.879 3.298
O 0.470 -4.262 -2.211
H 0.438 -4.133 -1.296
H 0.892 -3.512 -2.650
O 3.748 0.590 3.163
H 3.278 1.293 2.736
H 4.479 0.458 2.756
O 3.516 -0.303 -1.200
H 3.618 0.564 -1.408
H 2.978 -0.505 -0.413
O 2.444 -1.726 -3.412
H 3.177 -1.471 -2.815
H 2.770 -1.642 -4.315
O 1.461 1.309 -3.812
H 1.706 1.892 -4.543
H 1.710 0.439 -3.889
O 2.449 2.317 -1.597
H 2.431 1.839 -0.737
H 2.069 1.643 -2.208
O -0.561 -1.240 3.796
H 0.249 -1.495 4.399
H -1.347 -1.465 4.358
O -4.251 -1.359 1.677
H -3.605 -1.825 1.169
H -4.610 -2.006 2.139

Calculated values
- HOMO energy (eV) = -8.3499
- charge = 0
- energy above the lowest of the compared OMol25 structures with the same formula, charge and spin (eV) = 5.3944
- SMILES = C[C@@H]1CCCN1C.O.O.O.O.O.O.O.O.O.O

[11]
C14H51NO11 | ωB97M-V/def2-TZVPD

Geometry (Å):
C 3.568 -2.327 3.491
O 2.322 -2.465 4.112
C 1.709 -1.229 4.547
C 0.423 -1.659 5.209
C -0.466 -0.571 5.736
N 0.631 -2.561 6.335
H 4.410 -2.338 4.182
H 3.650 -1.468 2.825
H 3.735 -3.077 2.718
H 2.208 -0.598 5.283
H 1.567 -0.531 3.722
H -0.096 -2.226 4.436
H -0.916 0.027 4.943
H 0.173 0.131 6.273
H -1.283 -0.926 6.364
H 1.464 -3.119 6.213
H 0.767 -1.975 7.146
C 0.777 -5.487 0.466
O 0.070 -6.667 0.003
H 0.598 -4.676 -0.239
H 0.478 -5.172 1.466
H 1.853 -5.656 0.429
H 0.270 -7.433 0.546
C 0.688 0.341 -0.770
O -0.466 0.793 -0.057
H 0.503 -0.263 -1.658
H 1.270 1.164 -1.186
H 1.229 -0.343 -0.116
H -0.323 1.519 0.555
C 5.673 2.336 0.564
O 6.615 1.271 0.228
H 5.433 2.985 -0.279
H 4.724 1.909 0.886
H 5.917 2.961 1.422
H 7.346 1.657 -0.260
C 4.719 -0.810 -3.590
O 3.550 -1.161 -4.288
H 5.627 -1.141 -4.095
H 4.704 0.272 -3.460
H 4.697 -1.184 -2.566
H 3.432 -2.110 -4.369
C -0.391 0.890 -7.155
O -0.221 0.917 -5.760
H -0.683 1.840 -7.602
H 0.598 0.629 -7.532
H -1.040 0.059 -7.430
H 0.587 0.411 -5.649
C 0.857 5.345 2.313
O -0.306 4.562 2.472
H 1.361 5.404 3.277
H 1.549 4.782 1.686
H 0.735 6.360 1.932
H -0.890 4.909 3.150
C -5.593 3.096 0.933
O -6.486 2.698 -0.012
H -5.256 4.131 0.992
H -5.987 2.716 1.876
H -4.760 2.455 0.647
H -6.129 1.897 -0.404
C -2.181 4.709 -2.300
O -1.706 4.767 -3.606
H -3.107 4.134 -2.277
H -1.506 4.037 -1.770
H -2.234 5.702 -1.854
H -1.547 3.866 -3.899
C -4.412 -0.395 -3.532
O -5.744 -0.313 -3.075
H -3.789 -0.403 -2.638
H -4.220 -1.326 -4.065
H -4.093 0.316 -4.295
H -6.225 0.002 -3.844
C -3.513 -4.082 -0.509
O -3.707 -5.387 -1.057
H -2.835 -3.393 -1.013
H -4.478 -3.578 -0.555
H -3.057 -4.145 0.479
H -2.844 -5.805 -1.093

Calculated values
- HOMO energy (eV) = -9.2943
- charge = 0
- energy above the lowest of the compared OMol25 structures with the same formula, charge and spin (eV) = 5.1095
- SMILES = COC[C@H](C)N.CO.CO.CO.CO.CO.CO.CO.CO.CO.CO

[12]
C7H15N2O2SV | ωB97M-V/def2-TZVPD

Geometry (Å):
V -0.177 -0.095 1.539
C 1.205 0.890 -0.982
C 0.215 1.976 -0.582
N -0.958 1.450 0.161
C -2.062 0.905 -0.662
C -1.765 -0.447 -1.302
S -1.046 -1.690 -0.164
C 0.539 -2.093 -0.981
C 1.766 -1.439 -0.345
N 1.497 -0.060 0.125
H 2.126 1.353 -1.339
H 0.818 0.313 -1.818
H -0.103 2.517 -1.479
H 0.699 2.701 0.073
H -1.339 2.217 0.706
H -2.337 1.605 -1.458
H -2.923 0.817 0.002
H -1.087 -0.351 -2.147
H -2.695 -0.851 -1.698
H 0.426 -1.834 -2.033
H 0.653 -3.174 -0.944
H 2.590 -1.458 -1.064
H 2.079 -2.007 0.531
H 2.322 0.257 0.626
O 0.528 -1.226 3.163
C -0.098 -0.385 3.859
O -0.392 0.759 3.363
H -0.480 -0.649 4.850

Calculated values
- HOMO energy (spin up / spin down) (eV) = -11.8020 / -13.7714
- charge = +1
- spin multiplicity = 4

no.,DFT total energy (Ha)
1,-366.3518
2,-726.2642
3,-7011.6736
4,-15553.3171
5,-705.8942
6,-2571.9334
7,-271.6414
8,-1009.1167
9,-546.0529
10,-1055.4119
11,-1446.0910
12,-1877.7617